Entry 1:
{"formula": "C57H50O18SiTa", "method": "ωB97M-V/def2-TZVPD", "species": ["Ta", "Si", "O", "O", "O", "O", "O", "O", "O", "O", "O", "O", "O", "O", "O", "O", "O", "O", "O", "O", "C", "C", "C", "C", "C", "C", "C", "C", "C", "C", "C", "C", "C", "C", "C", "C", "C", "C", "C", "C", "C", "C", "C", "C", "C", "C", "C", "C", "C", "C", "C", "C", "C", "C", "C", "C", "C", "C", "C", "C", "C", "C", "C", "C", "C", "C", "C", "C", "C", "C", "C", "C", "C", "C", "C", "C", "C", "H", "H", "H", "H", "H", "H", "H", "H", "H", "H", "H", "H", "H", "H", "H", "H", "H", "H", "H", "H", "H", "H", "H", "H", "H", "H", "H", "H", "H", "H", "H", "H", "H", "H", "H", "H", "H", "H", "H", "H", "H", "H", "H", "H", "H", "H", "H", "H", "H", "H"], "coordinates": [[2.3257, -3.2687, 1.2158], [1.2131, -1.6674, -0.5954], [-3.4729, 9.5546, -4.9794], [0.1957, 2.6234, 2.3119], [5.9244, 0.7356, 9.1011], [-4.2091, -7.8683, -5.4875], [-2.4887, 5.8663, -0.8934], [-2.8190, -2.8862, -6.6021], [9.3788, -3.6283, -4.1454], [1.6637, -2.2843, 5.7189], [-4.7438, 4.4200, -5.2188], [4.3051, -3.9044, -2.6658], [-8.8907, 6.2493, 2.3439], [-1.9929, -4.7294, 2.8212], [2.9751, 2.8432, 5.7955], [-0.0504, -9.1046, 5.0906], [-5.0850, 3.3680, 0.0663], [-4.2486, -0.2781, -4.6703], [8.6544, 5.2699, 8.9497], [0.7117, -0.0235, -6.5037], [1.2313, -0.1147, 4.8766], [5.4611, -3.8388, -3.0047], [2.6653, 1.6659, 5.7566], [5.9914, 2.9882, 8.4092], [-3.1101, -0.2188, -5.0836], [0.0050, -2.6876, -1.6748], [-1.5222, 2.8531, 0.7145], [5.9010, -2.9263, -4.0951], [-1.7066, -8.1412, 3.7288], [-2.1880, 3.6672, -0.1017], [-0.2941, -5.6793, 4.1687], [2.3917, -0.8379, -1.8244], [-3.8882, -6.7275, -5.7393], [7.7784, -4.5966, -2.7136], [1.5605, 1.1771, 4.9024], [-0.7981, 5.6293, 0.7230], [-2.0286, -1.0443, -4.4952], [7.9006, 1.8796, 9.6680], [3.0735, -0.6108, 6.5614], [-0.4341, 3.3608, 1.5870], [0.1813, -6.7839, 4.7389], [6.5480, 1.7743, 9.0613], [8.0266, 4.2338, 8.9800], [1.9586, -1.1112, 5.7111], [-3.1345, -4.0278, -6.3458], [8.5844, 3.0187, 9.6306], [8.2151, -3.6909, -3.8047], [-8.0194, 5.5880, 1.8224], [-6.1064, 5.4689, 0.2886], [-0.1244, 4.8160, 1.5297], [-2.1903, -7.0424, 3.1602], [-5.1180, 6.5954, -6.0324], [-1.8785, 5.1140, -0.1560], [-3.7590, 8.3777, -5.0306], [6.5038, -4.6656, -2.3403], [-3.0925, 7.3776, -4.1600], [6.6757, 4.1275, 8.3727], [-4.5510, -4.3892, -6.0847], [-7.0631, 6.1941, 0.8603], [-0.4214, -0.0847, -6.0745], [0.1057, -0.3654, 0.2358], [-2.4706, -6.3618, -5.9936], [-7.8673, 4.1402, 2.1235], [-1.5042, 0.7480, -6.6637], [-5.9589, 4.0218, 0.5907], [-0.4811, -8.0965, 4.5670], [-2.1210, -5.1101, -6.2743], [-4.9000, -5.6411, -5.8057], [3.3975, 0.6762, 6.5781], [-6.9109, 3.4134, 1.5537], [-1.5260, -5.7196, 3.3339], [7.1762, -2.8606, -4.4657], [-3.4127, 6.0882, -4.2175], [-4.7976, 7.8839, -5.9731], [-4.4502, 5.5934, -5.1585], [-2.7498, 0.6875, -6.2043], [-0.7819, -0.9833, -4.9517], [-1.0953, -4.8176, -6.4599], [3.0940, -1.5540, -2.2381], [-2.3408, 7.7568, -3.4797], [5.0044, 2.8950, 7.9733], [5.1253, -2.3296, -4.5588], [1.0520, 1.9230, 4.3059], [1.8854, -4.6643, 0.0554], [0.4335, -0.5032, 4.2562], [-0.7546, -2.0098, -2.0616], [-5.2668, -3.5784, -6.1350], [-1.7250, 1.7928, 0.7760], [-6.7779, 2.3583, 1.7563], [0.5926, -3.1229, -2.4783], [-2.9420, 5.3475, -3.5839], [-1.2151, 1.3968, -7.4810], [3.5931, -1.3498, 7.1581], [-2.3128, -1.6956, -3.6782], [0.6108, -3.3434, 1.9585], [3.9937, -3.0471, 0.4255], [2.9344, 0.0026, -1.3999], [6.1578, -5.3124, -1.5442], [-5.9248, -5.9317, -5.6131], [-7.1936, 7.2497, 0.6589], [0.0179, -1.5818, -4.5326], [4.2016, 1.0550, 7.1929], [-5.8705, 6.2115, -6.7095], [8.2856, 0.9822, 10.1352], [1.8097, -0.4388, -2.6599], [-0.0934, 0.4448, -0.4644], [8.5555, -5.1875, -2.2457], [-3.5559, 1.2833, -6.6142], [0.6736, 5.1606, 2.1755], [-5.2686, 8.6319, -6.5982], [0.1939, -4.7185, 4.2821], [-0.8249, -0.8707, 0.4827], [2.9123, -4.6247, 2.3767], [-1.7513, -7.1683, -5.9341], [7.5208, -2.2066, -5.2566], [-0.5939, 6.6909, 0.6608], [2.6845, -1.9165, 2.4475], [9.5705, 3.1214, 10.0655], [-2.1736, -9.1118, 3.6165], [-0.4374, -3.4539, -1.0514], [-5.3923, 5.8835, -0.4134], [-3.0839, -7.0480, 2.5487], [-8.5756, 3.7224, 2.8274], [-2.9713, 3.3195, -0.7558], [0.5567, 0.0235, 1.1403], [6.2887, 5.0227, 7.9035], [1.0745, -6.7775, 5.3500]], "forces_ev_per_angstrom": [[0.970, -0.910, 1.023], [-0.358, -0.594, -0.209], [0.007, 0.042, 0.001], [-0.068, 0.041, 0.074], [-0.022, 0.004, -0.015], [-0.014, -0.047, -0.015], [-0.022, 0.028, -0.054], [0.011, 0.012, -0.161], [0.032, -0.005, -0.021], [-0.157, -0.037, 0.043], [-0.003, -0.044, -0.018], [-0.170, -0.044, -0.128], [-0.033, 0.018, 0.016], [-0.097, 0.062, 0.067], [-0.021, 0.045, 0.031], [0.001, -0.023, 0.028], [-0.145, -0.131, 0.022], [-0.056, -0.020, 0.005], [0.022, 0.039, 0.010], [0.021, -0.007, -0.030], [0.071, 0.008, 0.036], [0.090, 0.040, 0.088], [0.051, 0.016, -0.014], [-0.045, -0.019, 0.024], [0.010, -0.051, -0.030], [0.453, 0.721, 0.276], [-0.007, 0.043, 0.044], [0.000, -0.006, 0.014], [-0.007, -0.007, 0.005], [0.239, -0.010, -0.034], [0.008, 0.071, -0.025], [-0.416, 0.294, -0.172], [0.015, 0.048, 0.003], [-0.005, 0.005, -0.019], [-0.044, -0.056, 0.054], [-0.009, -0.005, -0.013], [0.028, 0.070, 0.070], [-0.012, 0.004, -0.004], [-0.049, -0.030, -0.067], [0.029, 0.017, -0.079], [-0.017, -0.015, 0.014], [0.022, 0.047, -0.007], [-0.026, -0.038, -0.012], [0.078, 0.013, -0.053], [-0.031, -0.021, 0.065], [-0.009, 0.011, -0.006], [-0.034, 0.002, 0.021], [0.036, -0.021, -0.021], [-0.021, 0.012, 0.002], [-0.009, -0.015, 0.004], [0.045, -0.002, -0.020], [0.005, -0.008, 0.020], [-0.012, 0.009, 0.018], [-0.002, -0.046, -0.004], [0.019, -0.001, -0.015], [-0.004, 0.028, -0.008], [0.055, -0.009, 0.022], [0.003, -0.003, 0.004], [-0.009, -0.009, 0.012], [-0.042, -0.011, -0.004], [0.283, -0.170, -0.374], [-0.024, -0.001, 0.000], [0.007, 0.023, -0.011], [0.003, -0.017, 0.027], [0.011, 0.106, -0.024], [0.003, 0.022, -0.018], [-0.009, 0.006, -0.021], [0.015, -0.011, -0.001], [0.021, -0.030, 0.032], [0.003, -0.001, -0.004], [0.058, -0.055, 0.029], [0.003, -0.017, 0.009], [-0.009, -0.049, 0.006], [0.006, 0.002, 0.009], [0.030, 0.054, -0.010], [-0.005, 0.002, -0.008], [0.045, 0.045, 0.033], [-0.005, 0.028, 0.011], [0.165, -0.159, 0.060], [-0.018, 0.012, 0.019], [0.005, 0.031, -0.029], [-0.020, -0.003, 0.027], [0.031, -0.053, -0.031], [-0.104, 0.119, 0.091], [0.043, -0.035, -0.038], [-0.210, -0.069, -0.215], [0.027, 0.027, 0.010], [0.042, -0.056, -0.009], [0.022, -0.002, -0.018], [-0.109, -0.272, -0.192], [-0.036, -0.004, 0.019], [0.031, -0.009, 0.003], [-0.010, -0.023, -0.022], [-0.011, 0.006, 0.001], [0.027, 0.348, -0.224], [0.022, 0.363, -0.131], [0.197, 0.031, 0.168], [-0.038, 0.032, 0.014], [0.007, -0.026, 0.013], [-0.021, 0.004, 0.020], [0.011, 0.029, 0.016], [0.019, -0.044, 0.023], [0.003, -0.030, 0.010], [-0.023, -0.018, -0.010], [-0.078, 0.088, -0.134], [-0.123, 0.229, -0.059], [0.021, 0.016, -0.009], [-0.010, -0.001, 0.032], [0.004, -0.034, 0.014], [0.017, 0.022, 0.011], [-0.044, 0.033, -0.103], [-0.180, 0.008, 0.140], [-0.249, -0.180, -0.206], [-0.015, -0.016, 0.024], [0.028, -0.004, 0.006], [-0.022, 0.002, -0.021], [-0.069, 0.183, 0.101], [0.004, 0.027, -0.011], [0.022, -0.014, 0.015], [-0.179, -0.221, -0.065], [0.026, -0.034, 0.009], [0.010, 0.035, -0.018], [-0.014, 0.025, 0.007], [-0.032, 0.008, -0.019], [0.016, 0.193, 0.192], [0.014, 0.010, -0.002], [0.018, -0.011, -0.019]], "homo_lumo_gap_ha": 0.1520, "largest_force_ev_per_a": 1.68, "lumo_ev": -0.4265, "total_energy_ev": -106189.2666, "total_charge": -1}


Entry 2:
{"formula": "C57H51ClN4O7SSi", "method": "ωB97M-V/def2-TZVPD", "species": ["Cl", "S", "Si", "O", "O", "O", "O", "O", "O", "O", "N", "N", "N", "N", "C", "C", "C", "C", "C", "C", "C", "C", "C", "C", "C", "C", "C", "C", "C", "C", "C", "C", "C", "C", "C", "C", "C", "C", "C", "C", "C", "C", "C", "C", "C", "C", "C", "C", "C", "C", "C", "C", "C", "C", "C", "C", "C", "C", "C", "C", "C", "C", "C", "C", "C", "C", "C", "C", "C", "C", "C", "H", "H", "H", "H", "H", "H", "H", "H", "H", "H", "H", "H", "H", "H", "H", "H", "H", "H", "H", "H", "H", "H", "H", "H", "H", "H", "H", "H", "H", "H", "H", "H", "H", "H", "H", "H", "H", "H", "H", "H", "H", "H", "H", "H", "H", "H", "H", "H", "H", "H", "H"], "coordinates": [[-2.7162, -1.7734, 4.6212], [5.5366, -6.8422, 5.6663], [7.5675, -1.7714, 0.9235], [0.1260, -6.4081, 4.6533], [6.6924, -3.2011, 0.8731], [-3.1833, -0.9031, -4.3319], [-2.8321, 3.5643, 0.3580], [1.6769, -4.7849, 0.4954], [-6.8601, 0.0865, -8.0932], [-4.2211, 8.7265, 0.6655], [-1.0584, -3.2478, -0.8166], [3.2887, 4.3422, 1.4495], [2.3558, 2.5264, 0.2817], [2.1012, 2.8346, 2.7515], [0.5456, -2.0530, 0.5109], [-1.5621, -0.6272, 2.0982], [-5.2903, -4.1358, -5.9419], [9.2381, -2.1273, 0.1654], [-5.1699, 0.9557, -6.7023], [-3.9101, 7.5583, 0.5679], [-0.9239, -3.6837, 4.2226], [-4.7892, -1.7908, -5.8099], [7.8201, -1.2915, 2.7254], [-3.4814, 1.7452, -5.1725], [-4.5823, 3.2834, -6.6580], [-3.1536, 4.7358, 0.3963], [-4.5779, 5.1349, 0.5629], [-4.9364, 6.4813, 0.6681], [0.4156, 0.9688, 2.5203], [-4.2281, 0.7007, -5.7032], [0.0854, -4.3150, 3.5410], [4.5971, -4.4248, 1.0902], [4.9188, -5.5507, 3.3116], [-7.2382, 5.8444, 0.9152], [-6.2677, 6.8300, 0.8538], [7.4700, -5.1848, 3.1093], [4.0347, -5.0345, 2.3447], [1.6418, -4.5581, 1.6798], [3.0561, -6.1455, 4.7424], [-0.1996, 7.7875, -0.0124], [-0.9692, -1.9387, 2.5342], [-2.1324, 5.8123, 0.2737], [-3.6588, 3.0329, -5.6483], [0.1594, 6.4450, -0.0601], [-5.5565, 4.1506, 0.6198], [6.3205, -5.5061, 3.0995], [-0.8041, 5.4630, 0.0814], [-6.2694, -3.8743, -6.8947], [2.6772, -5.0793, 2.6351], [6.7525, -0.3559, -0.0008], [2.1958, -5.6013, 3.8204], [-6.0062, -0.1430, -7.2630], [-4.5549, -3.0967, -5.3981], [0.5476, -3.7845, 2.3490], [2.6049, 3.2809, 1.5032], [-6.5042, -2.5754, -7.3125], [0.0325, -2.6078, 1.8103], [-1.5234, 8.1437, 0.1885], [-0.7000, -0.8916, -1.4396], [0.7310, -5.5482, 4.0605], [-0.4814, -2.1386, -0.6161], [-5.7610, -1.5306, -6.7789], [4.4094, -6.1170, 4.4859], [-1.4318, -2.5149, 3.7057], [-3.9984, -0.6838, -5.2049], [-6.8837, 4.5051, 0.7904], [5.3474, -3.0994, 1.3318], [-1.0047, 0.5509, 2.9357], [0.6697, 2.4544, 2.7508], [-2.4936, 7.1594, 0.3371], [-5.3395, 2.2486, -7.1802], [-5.2756, 3.1107, 0.5275], [-0.5290, 4.4180, 0.0400], [-2.7618, 1.5451, -4.3908], [0.1740, -0.2528, -1.3256], [5.2971, -6.0474, 6.7209], [3.8047, -4.1993, 0.3933], [-3.0742, 3.8448, -5.2360], [-1.6956, -3.1417, -1.6089], [8.4733, -2.0107, 3.2095], [9.9009, -1.3069, 0.4386], [-0.9688, 0.2637, 3.9808], [0.2346, 2.7984, 3.6846], [-4.7117, 4.2890, -7.0358], [-7.6455, 3.7377, 0.8282], [-6.0626, 2.4393, -7.9610], [5.7949, -0.1159, 0.4563], [-6.5392, 7.8725, 0.9460], [5.2435, -5.1217, 0.5689], [8.3309, -0.3300, 2.7392], [1.1495, 0.3992, 3.0899], [1.1925, 6.1601, -0.2107], [-1.5499, -0.3182, -1.0798], [5.2761, -2.7888, 2.3772], [1.4038, -2.6152, 0.1641], [0.8872, -1.0330, 0.6208], [-3.7955, -3.2958, -4.6549], [-0.8417, -1.1178, -2.4913], [9.1836, -2.1635, -0.9192], [-1.6685, 1.4003, 2.7816], [1.3944, 2.6582, -0.0093], [3.5893, 4.4774, 0.4873], [2.6779, -6.5875, 5.6488], [-8.2753, 6.1185, 1.0567], [0.2162, 3.0206, 1.9408], [0.5542, 8.5545, -0.1293], [2.6728, 2.0774, 3.1074], [-1.3117, -0.4229, 1.0680], [8.4791, -4.8718, 3.0727], [9.6880, -3.0440, 0.5370], [7.3925, 0.5198, 0.0608], [6.8921, -1.1998, 3.2811], [6.6036, -0.6255, -1.0437], [-1.2913, -4.0916, 5.1496], [-1.8087, 9.1857, 0.2303], [4.8488, -2.3272, 0.7417], [-2.6383, -0.6262, 2.2258], [-7.2614, -2.3678, -8.0558], [-5.1031, -5.1525, -5.6230], [2.5371, 1.5430, 0.4413], [0.5095, 0.7957, 1.4544], [-6.8473, -4.6873, -7.3138]], "forces_ev_per_angstrom": [[-0.040, 0.067, -0.025], [0.171, -0.197, -0.012], [0.479, -0.340, 0.254], [-0.005, 0.021, 0.282], [-0.160, 0.766, 0.082], [0.024, -0.018, 0.021], [0.018, 0.005, 0.012], [0.040, 0.087, -0.138], [0.028, -0.008, 0.018], [0.006, -0.035, -0.010], [-0.180, 0.294, -0.023], [-0.218, -0.048, 0.204], [0.079, 0.337, 0.459], [-0.379, -0.307, -0.164], [-0.300, -0.059, -0.334], [0.643, 0.435, 0.529], [-0.039, 0.022, -0.032], [-0.272, 0.190, 0.149], [0.069, -0.073, 0.068], [-0.064, 0.218, 0.026], [-0.090, -0.331, 0.240], [-0.050, 0.062, -0.076], [0.040, 0.080, -0.614], [0.057, 0.133, 0.019], [0.025, -0.032, 0.040], [0.044, -0.204, 0.004], [0.021, 0.113, -0.011], [0.098, -0.095, -0.017], [-0.656, 0.323, 0.230], [-0.080, -0.034, -0.073], [0.050, 0.008, -0.038], [-0.221, 0.476, 0.020], [-0.742, -0.501, -0.175], [0.030, -0.050, -0.009], [-0.149, -0.008, 0.012], [0.453, -0.036, -0.272], [0.293, -0.303, 0.016], [0.018, -0.105, 0.178], [-0.133, -0.130, 0.070], [-0.073, -0.062, 0.010], [-0.203, 0.166, -0.342], [-0.127, 0.053, 0.013], [-0.035, -0.003, -0.034], [0.064, 0.013, -0.024], [-0.129, -0.070, 0.014], [-0.114, 0.591, 0.393], [0.197, 0.008, -0.024], [0.042, 0.012, 0.037], [0.004, 0.485, -0.757], [-0.001, -0.582, 0.317], [-0.175, -0.123, 0.121], [-0.161, 0.041, -0.155], [-0.011, -0.141, 0.019], [0.380, 0.093, -0.690], [0.413, 0.301, -0.452], [-0.050, -0.144, -0.035], [-0.083, -0.066, 0.336], [0.138, 0.042, -0.009], [0.498, 0.003, 0.172], [-0.153, -0.078, 0.234], [-0.022, -0.128, 0.021], [0.089, 0.043, 0.076], [0.587, -0.012, 0.563], [-0.220, -0.006, 0.380], [0.139, -0.031, 0.158], [0.000, 0.056, 0.008], [0.103, -0.372, -0.525], [0.406, -0.192, -0.530], [0.812, 0.001, -0.174], [0.002, -0.081, -0.014], [0.010, 0.155, -0.017], [0.101, 0.022, 0.004], [-0.110, -0.033, -0.011], [-0.013, -0.103, -0.006], [0.076, 0.182, -0.207], [-0.213, 0.066, -0.160], [-0.255, -0.215, -0.075], [0.001, 0.003, 0.000], [-0.004, -0.192, 0.008], [0.004, -0.164, 0.176], [0.132, 0.105, -0.035], [-0.347, 0.223, 0.253], [-0.115, -0.019, 0.155], [-0.005, 0.005, 0.005], [-0.002, -0.002, 0.008], [-0.039, -0.102, 0.005], [-0.142, 0.158, -0.071], [0.100, 0.033, -0.023], [0.334, -0.105, 0.110], [0.016, 0.171, 0.131], [0.168, -0.234, -0.205], [0.017, 0.036, 0.033], [-0.219, -0.021, 0.012], [0.239, -0.121, 0.163], [0.130, -0.155, 0.002], [-0.075, 0.285, 0.178], [0.015, 0.101, 0.017], [-0.137, -0.045, -0.099], [0.034, -0.095, -0.138], [-0.128, 0.085, 0.221], [-0.027, -0.232, -0.124], [0.105, -0.054, -0.062], [-0.079, -0.092, 0.108], [-0.003, 0.000, -0.001], [-0.371, 0.160, 0.071], [0.004, 0.000, 0.007], [0.085, 0.110, 0.160], [-0.214, -0.028, -0.297], [0.275, -0.088, -0.040], [-0.026, -0.155, 0.009], [0.065, 0.151, -0.048], [-0.090, 0.001, 0.149], [-0.077, 0.087, -0.134], [-0.120, -0.067, 0.083], [-0.106, -0.025, 0.032], [-0.140, 0.126, 0.017], [-0.181, -0.223, -0.178], [0.027, 0.106, -0.005], [-0.002, -0.002, 0.005], [-0.293, -0.089, -0.037], [0.370, -0.251, -0.169], [0.000, -0.003, -0.001]], "homo_lumo_gap_ha": 0.2846, "largest_force_ev_per_a": 0.94, "lumo_ev": -1.2059, "total_energy_ev": -111465.7243, "total_charge": 0}